Formula: C28H27Cl3N4O4SSc
Source: the OMol25 dataset
Level of theory: wB97M-V/def2-TZVPD

Results
- Energy relative to the best compared isomer or geometry (same formula, charge and spin): 7.7 kJ/mol
- HOMO level: -10.73 eV
- Net charge: +1
- Total energy: -4142.687323 hartree

Last column: Löwdin charge in e.
CARTESIAN COORDINATES (ANGSTROEM)
Sc1 -0.819 0.316 -0.438  0.89
O1 -1.266 -0.150 3.468  -0.25
S1 -1.328 0.735 2.346  0.65
O2 -2.247 0.345 1.231  -0.40
N1 -0.022 0.857 1.470  -0.21
C1 1.320 0.853 1.816  -0.24
C2 1.879 1.037 3.051  0.01
C3 3.285 1.015 3.195  -0.05
C4 4.108 0.816 2.126  -0.03
C5 3.553 0.613 0.838  -0.14
C6 4.327 0.397 -0.322  0.02
C7 3.703 0.201 -1.522  -0.03
C8 2.301 0.207 -1.572  -0.11
N2 1.536 0.405 -0.517  0.06
C9 2.155 0.622 0.687  -0.14
C10 -1.820 2.326 2.893  -0.28
C11 -2.163 2.500 4.226  -0.05
C12 -2.562 3.760 4.649  -0.06
C13 -2.609 4.812 3.745  -0.05
C14 -2.259 4.619 2.414  -0.06
C15 -1.858 3.370 1.975  -0.05
H1 1.249 1.200 3.915  0.12
H2 3.706 1.166 4.180  0.11
H3 5.183 0.811 2.243  0.12
H4 5.407 0.392 -0.247  0.13
H5 4.263 0.042 -2.432  0.11
H6 1.799 0.042 -2.517  0.08
H7 -2.122 1.664 4.909  0.12
H8 -2.836 3.917 5.683  0.11
H9 -2.922 5.792 4.080  0.11
H10 -2.300 5.444 1.715  0.10
H11 -1.577 3.213 0.941  0.07
Cl1 0.111 4.629 -6.415  0.70
C16 -0.221 3.887 -4.889  -0.67
C17 -0.307 2.508 -4.805  -0.12
C18 -0.574 1.957 -3.568  -0.52
Cl2 -0.687 0.214 -3.401  0.77
C19 -0.766 2.695 -2.397  -0.44
O3 -1.023 2.112 -1.246  -0.25
C20 -0.662 4.086 -2.542  -0.57
Cl3 -0.864 5.074 -1.139  0.76
C21 -0.395 4.677 -3.763  -0.11
H12 -0.171 1.888 -5.678  0.11
H13 -0.323 5.753 -3.834  0.11
C22 0.614 -4.166 -2.696  -0.06
C23 -0.744 -4.393 -2.038  -0.19
N3 -0.739 -4.173 -0.590  -0.06
C24 -0.819 -5.371 0.257  -0.19
C25 0.509 -6.101 0.383  -0.06
C26 -0.667 -2.939 -0.086  -0.37
C27 -0.563 -2.759 1.399  0.02
N4 -0.683 -1.859 -0.836  0.04
H14 0.534 -4.324 -3.772  0.09
H15 1.354 -4.862 -2.304  0.07
H16 0.988 -3.155 -2.528  0.06
H17 -1.061 -5.422 -2.200  0.12
H18 -1.515 -3.767 -2.496  0.12
H19 -1.570 -6.024 -0.188  0.13
H20 -1.203 -5.089 1.233  0.11
H21 0.862 -6.451 -0.587  0.07
H22 0.395 -6.971 1.029  0.09
H23 1.274 -5.453 0.813  0.08
H24 0.082 -3.506 1.855  0.09
H25 -1.549 -2.820 1.863  0.11
H26 -0.153 -1.779 1.621  0.06
H27 -0.741 -2.083 -1.823  0.01
O4 -4.431 0.423 -1.552  0.16
C28 -3.357 0.225 -1.306  0.03

Atomic forces in eV per Å
Sc 0.1 0.5 0.2
O 0.0 0.0 0.0
S 0.1 0.0 0.0
O 0.0 0.0 0.0
N -0.2 -0.3 -0.2
C 0.0 0.1 0.0
C 0.0 0.0 0.0
C 0.0 0.0 0.0
C 0.0 0.0 0.0
C -0.1 0.0 0.0
C 0.0 0.0 0.0
C 0.0 0.0 0.0
C 0.0 0.0 0.0
N 0.0 0.0 0.0
C 0.0 0.0 0.0
C 0.0 0.0 0.0
C 0.0 0.0 0.0
C 0.0 0.0 0.0
C 0.0 0.0 0.0
C 0.0 0.0 0.0
C 0.0 0.0 0.0
H 0.0 0.0 0.0
H 0.0 0.0 0.0
H 0.0 0.0 0.0
H 0.0 0.0 0.0
H 0.0 0.0 0.0
H 0.0 0.0 0.0
H 0.0 0.0 0.0
H 0.0 0.0 0.0
H 0.0 0.0 0.0
H 0.0 0.0 0.0
H 0.0 0.0 0.0
Cl 0.0 0.0 0.0
C 0.0 0.0 0.0
C 0.0 0.0 0.0
C 0.0 0.0 0.0
Cl 0.0 -0.1 0.0
C 0.0 0.0 -0.1
O 0.1 -0.3 0.1
C 0.0 0.0 0.0
Cl 0.0 0.0 0.0
C 0.0 0.0 0.0
H 0.0 0.0 0.0
H 0.0 0.0 0.0
C 0.0 0.0 0.0
C 0.0 0.0 0.0
N 0.0 0.0 0.0
C 0.0 0.0 0.0
C 0.0 0.0 0.0
C 0.0 0.0 0.0
C 0.0 0.0 0.0
N -0.1 0.2 -0.1
H 0.0 0.0 0.0
H 0.0 0.0 0.0
H 0.0 0.0 0.0
H 0.0 0.0 0.0
H 0.0 0.0 0.0
H 0.0 0.0 0.0
H 0.0 0.0 0.0
H 0.0 0.0 0.0
H 0.0 0.0 0.0
H 0.0 0.0 0.0
H 0.0 0.0 0.0
H 0.0 0.0 0.0
H 0.0 0.0 0.0
H 0.0 0.0 0.0
O 0.0 0.0 0.0
C 0.1 0.0 0.0

=====

Formula: C28H27CrN3O2S2Te
Source: the OMol25 dataset
Level of theory: wB97M-V/def2-TZVPD

Results
- Energy relative to the best compared isomer or geometry (same formula, charge and spin): 75.4 kJ/mol
- HOMO level (spin up / spin down): -4.07 / -4.20 eV
- Net charge: -1
- Spin multiplicity: 4
- Total energy: -3506.978349 hartree

Last column: Löwdin charge in e.
CARTESIAN COORDINATES (ANGSTROEM)
Cr1 0.378 -0.430 -0.475  0.21
C1 -1.182 -3.346 -2.005  -0.07
N1 -1.692 -2.391 -1.023  -0.19
C2 -1.841 -2.988 0.282  -0.19
C3 -1.981 -1.925 1.342  -0.15
N2 -0.695 -1.226 1.584  -0.20
C4 0.252 -2.182 2.215  -0.15
C5 -0.948 -0.066 2.431  -0.31
C6 -1.122 -0.228 3.801  -0.04
C7 -1.400 0.859 4.618  -0.10
C8 -1.517 2.121 4.048  -0.10
C9 -1.354 2.282 2.679  -0.11
C10 -1.071 1.195 1.844  -0.59
S1 -0.965 1.399 0.101  0.63
C11 -2.812 -1.656 -1.522  -0.29
C12 -4.124 -2.004 -1.212  -0.04
C13 -5.197 -1.275 -1.712  -0.11
C14 -4.948 -0.187 -2.538  -0.11
C15 -3.639 0.164 -2.848  -0.12
C16 -2.547 -0.555 -2.351  -0.61
S2 -0.899 -0.100 -2.733  0.65
H1 -1.874 -4.194 -2.121  0.09
H2 -0.207 -3.714 -1.681  0.08
H3 -1.061 -2.846 -2.964  0.07
H4 -0.927 -3.557 0.463  0.12
H5 -2.672 -3.704 0.345  0.11
H6 -2.324 -2.384 2.274  0.12
H7 -2.714 -1.179 1.049  0.13
H8 -0.279 -2.885 2.867  0.09
H9 0.988 -1.642 2.795  0.01
H10 0.774 -2.750 1.445  0.07
H11 -1.024 -1.215 4.241  0.11
H12 -1.516 0.719 5.687  0.09
H13 -1.724 2.984 4.673  0.09
H14 -1.438 3.265 2.224  0.10
H15 -4.321 -2.853 -0.566  0.10
H16 -6.212 -1.554 -1.451  0.09
H17 -5.773 0.401 -2.928  0.09
H18 -3.434 1.026 -3.471  0.09
O1 2.719 -3.250 -2.108  0.07
C17 2.135 -2.262 -1.719  -0.59
O2 1.249 -2.190 -0.774  -0.21
C18 2.456 -0.906 -2.334  -0.21
C19 3.423 -0.725 -3.295  0.02
C20 3.656 0.555 -3.769  -0.05
C21 2.902 1.607 -3.274  -0.03
C22 1.937 1.346 -2.320  -0.14
N3 1.739 0.110 -1.860  -0.14
H19 3.965 -1.597 -3.635  0.12
H20 4.417 0.733 -4.519  0.10
H21 3.051 2.623 -3.616  0.11
H22 1.309 2.122 -1.903  0.11
Te1 2.457 0.051 1.201  1.11
C23 2.950 2.107 1.245  -0.61
C24 4.218 2.454 1.721  -0.18
C25 4.618 3.784 1.785  -0.12
C26 3.762 4.798 1.366  -0.12
C27 2.499 4.463 0.893  -0.10
C28 2.091 3.131 0.833  -0.16
H23 4.901 1.671 2.042  0.08
H24 5.607 4.029 2.159  0.09
H25 4.075 5.835 1.416  0.09
H26 1.815 5.243 0.572  0.10
H27 1.093 2.889 0.487  0.02

Atomic forces in eV per Å
Cr -0.9 -0.3 0.2
C 0.0 -0.1 0.0
N 0.0 0.0 -0.1
C 0.2 -0.1 -0.1
C 0.1 0.2 0.0
N 0.3 -0.1 -0.2
C -0.2 -0.1 -0.1
C 0.0 -0.2 0.2
C 0.0 0.0 0.0
C 0.0 0.0 -0.1
C 0.0 0.0 -0.1
C 0.0 0.0 0.0
C 0.0 0.1 0.0
S -0.1 0.1 0.0
C -0.1 -0.1 0.1
C 0.0 0.0 0.0
C 0.1 0.0 0.0
C 0.1 0.0 0.0
C -0.1 0.0 0.0
C 0.0 0.1 -0.1
S 0.0 -0.1 0.3
H 0.0 0.0 0.0
H -0.1 0.0 0.0
H 0.0 0.0 0.0
H -0.1 -0.1 0.0
H -0.1 0.0 0.0
H 0.0 0.0 0.2
H -0.1 0.1 -0.1
H 0.0 0.0 0.0
H 0.0 0.1 0.1
H 0.0 0.0 0.0
H 0.0 0.1 0.0
H 0.0 0.0 -0.1
H 0.0 0.0 -0.1
H 0.0 -0.1 0.1
H 0.0 0.0 0.0
H 0.0 0.0 0.0
H 0.1 0.0 0.0
H 0.0 0.0 0.0
O 0.1 -0.4 -0.1
C -0.1 0.6 0.4
O 0.3 0.1 -0.4
C -0.2 -0.3 0.1
C 0.2 -0.1 -0.2
C 0.1 0.0 0.0
C 0.0 0.1 0.0
C 0.1 -0.1 0.0
N 0.2 0.5 -0.2
H 0.0 0.0 0.0
H 0.0 0.0 0.0
H 0.0 0.0 0.0
H 0.0 0.0 0.0
Te 0.4 0.2 0.4
C 0.0 0.1 -0.2
C 0.0 0.1 0.0
C -0.1 -0.1 0.0
C 0.0 -0.1 0.0
C 0.0 -0.1 0.0
C 0.2 0.1 0.1
H -0.1 0.1 0.0
H 0.0 0.0 0.0
H 0.0 0.0 0.0
H 0.0 -0.1 0.0
H 0.0 0.0 0.0

=====

Formula: C28H27LuN5PS2
Source: the OMol25 dataset
Level of theory: wB97M-V/def2-TZVPD

Results
- Energy relative to the best compared isomer or geometry (same formula, charge and spin): 0.0 kJ/mol
- HOMO level: -13.16 eV
- Net charge: +2
- Total energy: -3729.758729 hartree

Last column: Löwdin charge in e.
CARTESIAN COORDINATES (ANGSTROEM)
Lu1 0.974 1.202 1.355  1.37
N1 1.155 3.123 2.645  -0.06
N2 2.086 2.578 3.585  -0.03
C1 3.164 1.839 3.154  -0.81
N3 3.920 1.246 4.091  0.14
S1 3.566 1.591 1.495  0.66
H1 1.606 3.898 2.105  0.14
H2 0.351 3.610 3.058  0.14
H3 1.814 2.566 4.564  0.17
H4 3.716 1.415 5.087  0.15
H5 4.454 0.459 3.798  0.11
N4 1.218 2.421 -0.741  -0.05
C2 1.344 1.843 -2.094  -0.29
C3 2.173 2.368 -3.051  -0.01
C4 2.072 1.822 -4.342  -0.04
C5 1.191 0.795 -4.627  -0.05
C6 0.408 0.266 -3.617  -0.09
C7 0.490 0.768 -2.326  -0.36
P1 -0.383 -0.134 -0.992  1.06
C8 -0.073 -1.871 -1.401  -0.38
C9 1.223 -2.258 -1.810  -0.10
C10 1.421 -3.498 -2.445  -0.06
C11 0.337 -4.375 -2.585  -0.07
C12 -0.895 -4.030 -2.066  -0.09
C13 -1.117 -2.823 -1.479  -0.09
C14 -2.110 0.407 -1.323  -0.34
C15 -3.101 0.002 -0.434  -0.11
C16 -4.395 0.475 -0.613  -0.07
C17 -4.728 1.161 -1.748  -0.07
C18 -3.751 1.503 -2.677  -0.06
C19 -2.422 1.195 -2.426  -0.08
H6 2.051 2.920 -0.522  0.03
H7 0.481 3.141 -0.730  0.12
H8 2.872 3.156 -2.887  0.11
H9 2.674 2.180 -5.190  0.13
H10 1.124 0.385 -5.643  0.13
H11 -0.331 -0.507 -3.839  0.13
H12 2.035 -1.544 -1.730  0.10
H13 2.399 -3.781 -2.855  0.12
H14 0.433 -5.297 -3.178  0.12
H15 -1.697 -4.774 -2.157  0.12
H16 -2.084 -2.598 -0.990  0.11
H17 -2.832 -0.525 0.481  0.10
H18 -5.105 0.249 0.177  0.12
H19 -5.782 1.484 -1.939  0.13
H20 -3.979 2.067 -3.576  0.12
H21 -1.650 1.567 -3.090  0.10
S2 -2.333 -0.341 4.046  1.02
C20 -3.028 1.172 3.549  -0.39
C21 -2.270 1.865 2.599  -0.20
C22 -1.163 1.071 2.107  -0.38
C23 -1.095 -0.150 2.699  -0.56
C24 -0.152 -1.197 2.465  -0.33
C25 -0.424 -2.568 2.648  0.00
C26 0.614 -3.496 2.547  0.00
C27 1.971 -3.090 2.398  -0.01
C28 2.154 -1.750 2.143  -0.13
N5 1.146 -0.841 2.161  -0.09
H22 -3.952 1.484 4.023  0.07
H23 -2.603 2.815 2.216  0.09
H24 -1.375 -2.919 3.056  0.12
H25 0.279 -4.535 2.577  0.13
H26 2.782 -3.822 2.372  0.13
H27 3.135 -1.386 1.924  0.09

Atomic forces in eV per Å
Lu -1.6 -0.6 -2.5
N 0.8 1.7 -1.0
N 0.5 -0.3 0.0
C 0.0 -0.3 0.1
N -1.6 1.4 0.6
S 0.3 0.5 0.9
H 0.1 -0.7 0.7
H 0.3 -0.8 0.6
H 0.0 0.1 -0.2
H 0.4 -0.4 -0.8
H 0.7 -0.3 0.0
N -0.4 0.3 0.1
C -0.9 -0.2 1.5
C -0.3 -0.6 -1.4
C 0.6 0.2 -0.4
C -0.2 -0.3 -0.4
C -0.4 -0.2 -0.3
C 0.3 -0.7 -0.4
P 0.5 1.5 0.7
C -0.2 -1.0 -0.7
C -0.7 -0.2 -0.4
C -0.2 0.0 0.3
C 0.8 0.2 -0.7
C -0.6 -1.6 -0.3
C -0.2 1.6 1.2
C 0.7 -1.0 0.2
C 0.1 0.7 0.3
C 0.2 -1.0 1.0
C -1.4 0.9 -1.1
C 0.3 0.3 0.0
C -0.3 -0.1 -0.1
H 1.0 0.6 0.0
H 0.2 -0.4 -0.3
H 0.2 0.5 0.3
H -0.1 0.1 0.7
H 0.0 0.3 0.5
H 0.4 0.0 0.1
H 0.1 -0.1 -0.1
H -0.4 0.3 0.3
H 0.1 0.4 0.5
H 0.2 0.5 0.1
H 0.5 -0.1 -0.7
H -0.1 -0.1 -0.3
H -0.2 0.1 -0.3
H 1.0 -0.4 0.3
H -0.2 -0.1 0.2
H -0.2 -0.1 0.0
S 0.3 0.6 -2.1
C 1.1 0.4 -0.3
C -0.8 -2.1 1.1
C -0.2 1.4 0.0
C -1.8 0.4 1.9
C 1.9 -1.9 0.6
C 0.7 0.3 0.5
C 0.1 0.2 0.0
C -1.6 -0.5 -0.5
C -0.8 -0.3 0.3
N -0.2 -0.9 0.3
H 0.2 0.1 0.0
H 0.1 0.2 -0.1
H 0.0 0.3 -0.7
H 0.7 0.2 0.3
H -0.3 0.4 0.0
H 0.4 0.4 -0.1

=====

Formula: C28H27N3SSiSn
Source: the OMol25 dataset
Level of theory: wB97M-V/def2-TZVPD

Results
- Energy relative to the best compared isomer or geometry (same formula, charge and spin): 0.0 kJ/mol
- HOMO level (spin up / spin down): -5.17 / -4.35 eV
- Net charge: 0
- Total energy: -2149.271831 hartree

Last column: Löwdin charge in e.
CARTESIAN COORDINATES (ANGSTROEM)
C1 -0.010 -1.480 -2.908  -0.18
C2 1.218 -0.890 -2.521  -0.21
C3 1.753 -1.635 -1.415  -0.27
H1 1.723 -0.056 -3.025  0.10
C4 0.837 -2.714 -1.121  -0.27
C5 -0.236 -2.615 -2.091  -0.22
H2 -0.996 -3.386 -2.258  0.10
H3 -0.602 -1.213 -3.790  0.10
H4 2.760 -1.547 -1.005  0.09
H5 1.065 -3.597 -0.505  0.11
Sn1 -0.211 -0.782 -0.046  1.27
C6 1.671 3.591 2.436  -0.09
H6 1.900 2.521 2.598  0.00
H7 2.638 4.107 2.385  0.06
H8 1.082 3.849 1.510  -0.01
Si1 0.786 2.036 0.619  0.58
C7 -0.348 3.117 -0.373  -0.34
C8 -0.385 2.966 -1.786  -0.10
H9 0.209 2.181 -2.272  0.10
C9 -1.204 3.820 -2.540  -0.08
H10 -1.241 3.685 -3.616  0.10
C10 -1.952 4.825 -1.911  -0.08
H11 -2.550 5.500 -2.512  0.10
C11 -1.898 4.976 -0.520  -0.09
H12 -2.468 5.764 -0.030  0.10
C12 -1.120 4.115 0.258  -0.11
H13 -1.096 4.203 1.351  0.10
C13 2.543 2.004 -0.021  -0.33
C14 3.032 3.055 -0.831  -0.09
H14 2.380 3.902 -1.066  0.11
C15 4.346 2.991 -1.319  -0.08
H15 4.713 3.807 -1.936  0.10
C16 5.152 1.890 -1.021  -0.09
H16 6.164 1.832 -1.419  0.10
C17 4.675 0.860 -0.203  -0.09
H17 5.292 0.005 0.056  0.10
C18 3.376 0.913 0.304  -0.13
H18 2.999 0.112 0.954  0.08
H19 0.376 1.465 1.958  -0.01
H20 1.052 3.900 3.301  0.06
N1 -2.500 -3.859 2.111  0.16
C19 -3.380 -3.958 1.040  -0.20
C20 -4.364 -4.887 0.772  -0.03
C21 -4.983 -4.802 -0.491  -0.10
C22 -4.588 -3.823 -1.439  -0.09
C23 -3.573 -2.905 -1.145  -0.04
C24 -2.968 -2.997 0.106  -0.24
N2 -1.855 -2.349 0.613  -0.02
C25 -1.607 -2.882 1.832  -0.29
C26 -0.516 -2.455 2.674  -0.38
C27 -0.155 -2.901 3.915  -0.42
S1 1.274 -2.100 4.461  0.94
C28 1.299 -1.147 3.009  -0.46
N3 0.332 -1.486 2.148  -0.12
H21 -2.493 -4.416 2.970  0.17
H22 -4.638 -5.641 1.509  0.11
H23 -5.782 -5.476 -0.780  0.09
H24 -5.081 -3.787 -2.402  0.09
H25 -3.219 -2.135 -1.829  0.11
H26 -0.663 -3.703 4.434  0.05
H27 2.033 -0.366 2.825  0.05

Atomic forces in eV per Å
C 0.5 -0.6 0.1
C 0.5 -0.5 0.4
C -0.1 0.2 -1.0
H -0.3 -0.3 0.4
C -0.4 0.0 -1.0
C 0.7 -0.2 0.1
H 0.2 0.6 0.3
H 0.2 0.0 0.6
H -0.5 0.2 0.0
H -0.3 0.7 -0.2
Sn -0.7 0.1 -0.5
C 0.2 0.5 0.8
H -0.1 0.9 -0.2
H -0.4 0.2 0.1
H 0.7 -0.1 1.0
Si -0.4 -2.2 -1.1
C 0.1 0.2 0.0
C -0.5 0.5 0.5
H -0.3 0.3 0.2
C 0.3 -0.3 0.5
H -0.1 0.1 0.1
C 0.5 -0.3 0.3
H 0.0 0.0 0.1
C -0.1 -0.1 0.0
H 0.1 -0.2 -0.2
C 0.0 -0.2 -0.7
H -0.1 0.1 -0.5
C -0.2 0.2 0.4
C 0.4 -0.7 0.2
H 0.3 -0.3 0.0
C -0.6 -0.1 0.1
H 0.1 -0.2 0.1
C 0.0 0.0 0.1
H -0.2 0.0 0.1
C -0.4 0.1 0.2
H 0.1 0.1 -0.1
C 0.2 0.5 -0.3
H 0.2 0.3 -0.4
H 0.0 0.5 -0.6
H 0.4 0.1 -0.4
N -0.4 -0.7 1.1
C 0.0 -0.6 -0.1
C -0.6 0.0 -0.6
C 0.4 0.6 -0.3
C 0.2 -0.1 0.9
C -0.2 -0.1 0.2
C 0.5 0.0 0.1
N 0.0 0.2 0.5
C 1.5 1.1 0.2
C -1.0 0.2 -2.6
C -0.2 -0.9 1.3
S 0.3 0.4 0.0
C -1.5 -1.0 -0.9
N 0.9 0.5 1.3
H -0.1 0.4 -0.8
H 0.0 0.1 -0.3
H 0.1 0.0 0.2
H 0.0 0.0 0.0
H -0.2 -0.3 -0.1
H 0.4 0.2 0.2
H -0.2 -0.3 0.0

=====

> Which value of energy relative to the best compared isomer or geometry (same formula, charge and spin) does entry 3 give?

0.0 kJ/mol

=====

> energy relative to the best compared isomer or geometry (same formula, charge and spin) of number 2 (C28H27CrN3O2S2Te)?

75.4 kJ/mol

=====

> Number 4 is which compound?

C28H27N3SSiSn

=====

> Which value of total energy does entry 1 give?

-4142.687323 hartree